[1]
Density functional theory data (ωB97M-V/def2-TZVPD) for a molecular structure, C22H25CrN8OS2.

Output
net charge: +2
ΔE to the lowest compared entry with this formula, charge and spin: 0.0 kJ/mol
LUMO energy (alpha / beta): -0.2303 / -0.2276 hartree
multiplicity: 2
highest occupied orbital energy (alpha / beta): -13.44 / -13.43 eV

Element x y z (Å)
Cr 0.115218 -0.292647 -0.183798
C -2.033669 -4.539369 2.469319
S -1.338998 -3.204898 3.470555
C -0.875310 -1.984176 2.346786
S -1.158536 -2.086014 0.637224
N -0.301421 -0.952620 2.865622
N -0.050002 0.014930 1.932180
C 0.112658 1.182709 2.420439
C 0.469089 2.247331 1.505895
C 0.645395 3.548646 1.945364
C 1.075937 4.507894 1.047730
C 1.333278 4.112768 -0.252727
C 1.118064 2.793790 -0.616376
N 0.666941 1.852992 0.228291
H -2.845908 -4.965574 3.052964
H -1.275991 -5.296223 2.284875
H -2.432522 -4.171890 1.528709
H 0.022811 1.346637 3.488942
H 0.454657 3.791159 2.982205
H 1.226274 5.532191 1.361202
H 1.708176 4.809449 -0.989150
H 1.340821 2.489085 -1.624901
O 2.146489 -0.571506 0.241031
C 2.836381 -1.732547 0.802731
C 2.356342 -2.952204 0.063589
C 2.483955 -2.781895 -1.456120
C 1.166792 -2.786820 -2.185364
C 1.037822 -3.577810 -3.324605
C -0.159681 -3.636843 -4.006466
C -1.231874 -2.908764 -3.514191
C -1.036354 -2.142479 -2.387200
N 0.136431 -2.047738 -1.735044
H 2.506423 0.223741 0.649806
H 2.619437 -1.789622 1.869523
H 3.904207 -1.568416 0.654603
H 1.318839 -3.146527 0.335878
H 2.932949 -3.810580 0.407391
H 3.100757 -3.573683 -1.875991
H 3.006682 -1.848139 -1.681722
H 1.888364 -4.157794 -3.655897
H -0.262830 -4.252967 -4.889865
H -2.205781 -2.942921 -3.981808
H -1.857864 -1.574199 -1.971937
N -2.989380 1.789209 -2.058710
C -3.751554 1.536104 -0.941597
C -2.979945 0.769780 -0.121003
N -1.767412 0.553804 -0.724754
C -1.802139 1.179459 -1.886629
C -0.607257 1.088573 -2.699243
N 0.427617 0.473991 -2.158408
C 1.425390 0.475596 -3.103098
C 0.976152 1.106093 -4.222541
N -0.318010 1.490053 -3.950404
H -3.283337 2.345272 -2.845445
H -4.755173 1.909228 -0.837227
H -3.221929 0.347846 0.839307
H 2.389230 0.033845 -2.921214
H 1.447365 1.311009 -5.167972
H -0.930665 1.962280 -4.595951

Atoms 1-2, force components in eV/Å:
-0.41 -0.13 0.33
0.08 0.00 -0.07


[2]
Density functional theory data (ωB97M-V/def2-TZVPD) for C3H7N3S in the gas phase in a non-equilibrium geometry.

Output
net charge: 0
ΔE to the lowest compared entry with this formula, charge and spin: 608.1 kJ/mol
LUMO energy: 0.0177 hartree
highest occupied orbital energy: -8.51 eV

Element x y z (Å)
C 0.060986 1.187243 0.019366
C -0.115682 2.375629 0.561823
C -0.216544 -1.251779 -0.409466
H 1.067314 -0.469490 2.175270
H -0.631600 -1.016235 2.571667
H 0.156321 1.124662 -1.101584
H -0.429590 2.214697 1.663496
H 0.285985 3.493088 0.418420
H 0.107286 -2.315944 0.053384
H 0.688657 -1.674385 -4.007515
N -0.137096 -0.194891 2.008870
N -0.491888 -0.118281 0.531939
N -0.218902 -0.971134 -1.682157
S -0.125248 -2.383181 -2.803511

Atoms 1-2, force components in eV/Å:
-1.94 -1.08 -3.29
0.79 1.68 4.47


[3]
Density functional theory data (ωB97M-V/def2-TZVPD) for 2 unconnected molecules or ions with the total composition C4H12N2O in a non-equilibrium geometry.

Output
net charge: 0
ΔE to the lowest compared entry with this formula, charge and spin: 131.4 kJ/mol
LUMO energy: 0.0240 hartree
highest occupied orbital energy: -8.63 eV

Element x y z (Å)
C 2.716764 0.231693 0.724146
C 1.236705 0.239138 0.328474
C 0.498590 -1.073398 0.025968
N -0.840581 -0.800125 -0.386375
C -1.959307 -1.008046 0.393622
N -3.164861 -0.826058 0.055106
H 3.373639 0.130515 -0.140218
H 2.930443 -0.668158 1.320047
H 2.949145 1.123794 1.299109
H 0.711613 0.716346 1.192456
H 1.003875 0.919785 -0.505117
H 0.543536 -1.751688 0.879640
H 1.060414 -1.472636 -0.859422
H -1.011508 -0.199408 -1.181136
H -1.763350 -1.177994 1.459776
H -3.283532 -0.449878 -0.884289
H -1.869600 2.581269 -1.748266
H -1.669383 1.730939 -0.520097
O -1.462602 1.753910 -1.453425

Atoms 1-2, force components in eV/Å:
-0.31 -1.11 -0.48
-0.91 1.16 1.23


[4]
Density functional theory data (ωB97M-V/def2-TZVPD) for a gas-phase ion, C2H6NOS2 (charge +1) in a non-equilibrium geometry.

Output
net charge: +1
ΔE to the lowest compared entry with this formula, charge and spin: 24.6 kJ/mol
LUMO energy: -0.1621 hartree
highest occupied orbital energy: -13.04 eV

Element x y z (Å)
C -0.905088 -1.465862 -0.112363
C 0.778987 0.206896 -0.214588
N 0.499826 1.268956 0.820262
O 0.384131 -1.030056 0.307990
S -0.928430 -1.284579 -1.968995
S -0.169511 0.716039 -1.790628
H -1.082416 -2.514738 0.063176
H -1.794547 -0.765061 0.106551
H 1.917562 0.148123 -0.349698
H 0.566122 0.786942 1.806914
H -0.376045 1.887228 0.488066
H 1.109408 2.046111 0.843315

Atoms 1-2, force components in eV/Å:
-1.55 2.11 -2.16
1.42 -0.79 -1.05


[5]
Density functional theory data (ωB97M-V/def2-TZVPD) for a molecular structure, C6H12N2O in a non-equilibrium geometry.

Output
net charge: 0
ΔE to the lowest compared entry with this formula, charge and spin: 445.0 kJ/mol
LUMO energy: 0.0168 hartree
highest occupied orbital energy: -7.57 eV

Element x y z (Å)
C -0.948187 -1.713402 0.880984
C -1.761839 1.022776 0.450750
C -0.995690 0.200457 -0.564674
O -1.307956 0.493969 -1.877790
N -0.711037 -1.105177 -0.401366
H -1.461671 1.442654 -1.969146
H -2.015755 -1.779955 1.106796
H -0.448219 -1.162346 1.694760
H -0.527945 -2.718108 0.839022
H -1.927987 2.043984 0.105906
H -1.214103 1.042981 1.392321
H -2.736776 0.565899 0.615198
C 1.462747 -0.674588 -0.391140
C 1.423964 1.771348 -0.810251
C 2.294208 -0.992139 0.616226
N 0.866736 0.700555 -0.429094
H 1.557763 -1.126796 -1.372273
H 0.914548 2.717569 -0.682785
H 2.367015 1.606412 -1.335677
H 2.316715 -0.422644 1.534009
H 2.853469 -1.913448 0.598224

Atoms 1-2, force components in eV/Å:
0.37 0.58 -0.07
0.64 0.04 -0.09


[6]
Density functional theory data (ωB97M-V/def2-TZVPD) for 7 unconnected molecules or ions with the total composition C38H68Br12N5O4 in a non-equilibrium geometry.

Output
net charge: +1
ΔE to the lowest compared entry with this formula, charge and spin: 0.0 kJ/mol
LUMO energy: -0.0741 hartree
highest occupied orbital energy: -11.17 eV

Element x y z (Å)
C 2.616011 -6.136384 0.441305
C 2.922750 -5.130123 -0.691749
C 4.413618 -4.877828 -0.911776
C 5.169592 -4.398526 0.349576
C 5.740531 -2.981611 0.166838
C 4.611719 -1.968064 0.327900
C 4.938355 -0.545333 -0.202292
C 4.744546 0.558863 0.852492
C 3.594864 1.493885 0.470905
C 2.276023 0.715095 0.382434
C 1.446939 0.787717 1.675259
N 0.006580 0.795755 1.410096
C -0.742693 1.878188 1.225232
O -0.239123 3.078850 1.271074
C -0.648973 3.955099 0.164746
C 0.514373 3.963788 -0.815472
O 0.145792 4.579064 -2.009963
C 0.410940 3.746628 -3.139658
C 1.902418 3.500657 -3.379573
N -2.023154 1.561645 1.026820
C -2.085410 0.237888 1.104181
N -3.217968 -0.451837 1.016217
C -3.401862 -1.895965 1.180603
C -4.911762 -2.176954 1.176887
N -5.270469 -3.281502 2.066175
N -0.848471 -0.275581 1.309433
O -0.421934 -1.549454 1.464587
C -0.320663 -2.268988 0.224228
O -0.272050 -3.424918 0.322510
C -0.240184 -1.546528 -1.075007
C -1.365606 -1.061303 -1.751582
C -1.229053 -0.437016 -2.990214
C 0.018735 -0.296945 -3.597006
C 1.141077 -0.767706 -2.915701
C 1.011863 -1.387239 -1.672973
H 1.965140 -5.682141 1.182459
H 2.111896 -7.006581 0.032592
H 3.520647 -6.490638 0.928261
H 2.516260 -5.538957 -1.615035
H 2.388375 -4.196962 -0.514330
H 4.854629 -5.775248 -1.338300
H 4.497088 -4.094711 -1.669019
H 4.439685 -4.341196 1.158127
H 5.943019 -5.102547 0.641159
H 6.479181 -2.837419 0.954702
H 6.215292 -2.883189 -0.806305
H 3.718266 -2.360466 -0.157499
H 4.391060 -1.915654 1.394235
H 4.287174 -0.359976 -1.055822
H 5.964726 -0.564628 -0.552663
H 5.655950 1.151099 0.900334
H 4.570533 0.164647 1.852647
H 3.850176 2.006573 -0.453392
H 3.494071 2.248759 1.253595
H 1.663224 0.989997 -0.469988
H 2.549472 -0.328963 0.270411
H 1.689489 -0.067781 2.297535
H 1.697002 1.685493 2.227350
H -1.558155 3.596809 -0.302002
H -0.805077 4.933715 0.596242
H 0.816269 2.921682 -0.944132
H 1.352962 4.457365 -0.318689
H -0.105707 2.795495 -2.975532
H -0.047611 4.216483 -3.999804
H 2.153197 3.514171 -4.434051
H 2.162719 2.504019 -3.022510
H 2.476286 4.237794 -2.827008
H -4.037967 0.104135 0.837984
H -2.998862 -2.230108 2.137162
H -2.984076 -2.450927 0.344808
H -5.483554 -1.280778 1.416327
H -5.175280 -2.440779 0.155810
H -4.456725 -3.837282 2.298794
H -5.891115 -3.899869 1.559512
H -2.348752 -1.169457 -1.317070
H -2.125569 -0.091855 -3.483460
H 0.166530 0.150897 -4.567398
H 2.129303 -0.695102 -3.343927
H 1.910755 -1.747848 -1.195390
Br 1.310952 -2.186177 -7.326193
C 0.787841 -3.917711 -6.612607
C 1.004172 -3.978823 -5.124464
Br 2.883598 -4.170395 -4.680980
H 1.355811 -4.664390 -7.157070
H -0.269255 -4.027025 -6.844945
H 0.511242 -4.851130 -4.700098
H 0.654430 -3.084510 -4.617698
Br -0.493050 6.508054 3.359434
C -0.887032 4.802216 4.209600
C -0.613161 4.841930 5.688025
Br 1.293524 4.758054 6.056815
H -0.296633 4.052015 3.694458
H -1.944179 4.623574 4.022398
H -1.042521 3.972403 6.180622
H -0.985228 5.745235 6.160796
Br -1.878337 -4.494175 3.143058
C -2.843310 -6.102739 3.684754
C -2.603594 -6.430081 5.133802
Br -0.842512 -7.202043 5.408458
H -2.523050 -6.894176 3.015704
H -3.896218 -5.885872 3.513926
H -3.310312 -7.184497 5.471578
H -2.669783 -5.558042 5.775642
Br 4.485320 10.034461 8.017173
C 3.780340 8.327832 7.408626
C 2.515013 8.496712 6.612026
Br 0.989056 8.880351 7.755459
H 3.637490 7.714154 8.291918
H 4.563043 7.896352 6.788451
H 2.263512 7.571682 6.097891
H 2.578050 9.306096 5.892235
Br -8.209950 -4.288071 -1.601758
C -9.278367 -2.766950 -1.027210
C -8.836039 -1.494194 -1.696180
Br -7.171091 -0.845901 -0.921060
H -9.197397 -2.719932 0.053573
H -10.302453 -3.005250 -1.304506
H -9.564799 -0.703378 -1.534967
H -8.660043 -1.612635 -2.759814
Br -1.950715 3.448168 -6.972205
C -2.886026 4.913316 -6.094868
C -2.488085 6.254459 -6.651767
Br -0.731207 6.792655 -6.019155
H -2.672273 4.826579 -5.034533
H -3.943346 4.727411 -6.269277
H -3.173500 7.023246 -6.302603
H -2.449212 6.269756 -7.735717

Atoms 1-2, force components in eV/Å:
-0.02 0.28 -0.39
0.07 -0.60 0.07


[7]
Density functional theory data (ωB97M-V/def2-TZVPD) for a molecular structure, C8H10MgO9S3 in a non-equilibrium geometry.

Output
net charge: +2
LUMO energy: -0.3888 hartree
highest occupied orbital energy: -12.70 eV

Element x y z (Å)
C 1.964574 -0.941770 4.663254
S 2.952416 -2.206416 3.932021
O 4.099753 -1.658950 3.338850
O 3.059951 -3.330581 4.754925
S 1.812852 -2.864191 2.118855
S 1.851014 -1.255806 0.823688
H 2.368567 -0.789746 5.655152
H 2.017049 -0.076121 4.018761
H 0.942663 -1.297588 4.680888
H 0.545593 -2.956787 2.573016
H 2.660291 -0.449091 1.519467
C -1.322705 2.710531 -2.501604
C -0.420197 2.477310 -1.513402
C -0.757923 1.602979 -0.320700
O 0.127373 1.385393 0.476758
C -2.101290 1.060146 -0.245882
C -2.975748 1.304287 -1.229264
C -2.599695 2.131581 -2.438405
O -3.388856 2.311865 -3.409299
O -4.214076 0.813961 -1.158582
O 0.773685 2.965392 -1.541383
H -1.081401 3.313959 -3.364987
H -2.359470 0.454869 0.610721
H -4.716834 1.135061 -1.916069
H 1.252299 2.664810 -0.741723
C 0.726181 -1.996634 -3.211898
O 1.237476 -0.867745 -3.362364
O 1.000431 -2.646501 -2.019089
O -0.039528 -2.530301 -4.011245
H 1.600442 -1.986934 -1.640705
Mg -5.014889 1.523020 -4.539756

Atoms 1-2, force components in eV/Å:
-0.56 -0.34 -0.80
0.72 0.96 1.21